Record 1
The following is a quantum chemistry calculation of C34H38F7N3O5SSbSi2W as an isolated structure in a non-equilibrium geometry, from the Open Molecules 2025 dataset.

As for the charge: +2. The value obtained for the strongest force on any atom is 3.1 eV/A. The calculation puts the orbital gap (spin up / spin down) at 6.525 / 6.515 eV. The expectation value of S² is 0.762. The calculation puts the HOMO energy (spin up / spin down) at -12.49 / -12.45 eV. As for the total energy: -3842.090786 a.u. As for the spin multiplicity: 2.

XYZ file:
```
92
C34H38F7N3O5SSbSi2W, DFT ωB97M-V/def2-TZVPD
W -19.860 3.394 13.596
C -21.979 0.544 13.617
Si -22.304 2.341 14.165
C -23.717 3.342 13.335
C -22.932 2.260 15.974
C -23.397 0.999 16.429
C -24.026 0.750 17.621
C -24.253 1.863 18.414
C -23.868 3.133 18.033
C -23.192 3.351 16.842
Si -22.424 5.021 16.998
C -20.805 4.713 17.821
C -22.396 6.178 15.563
H -22.837 -0.095 13.459
H -21.290 0.116 14.320
H -21.403 0.507 12.664
H -24.276 3.833 14.142
H -24.438 2.763 12.777
H -23.279 4.133 12.721
H -23.223 0.137 15.799
H -24.400 -0.216 17.923
H -24.719 1.836 19.426
H -24.052 4.002 18.673
H -19.968 5.420 17.683
H -20.416 3.712 17.569
H -21.012 4.682 18.892
H -23.109 5.886 14.755
H -21.385 6.247 15.121
H -22.665 7.155 15.871
F -23.539 0.340 8.816
C -23.367 1.644 8.946
C -22.552 2.103 9.918
C -22.183 3.427 10.043
C -21.204 3.844 11.045
O -20.850 2.943 11.867
C -20.686 5.123 10.886
C -21.281 5.976 9.963
N -22.292 5.651 9.150
C -22.936 6.750 8.424
C -21.974 7.792 7.909
C -22.785 6.900 6.951
C -22.681 4.324 9.097
C -23.629 3.856 8.181
C -23.939 2.535 8.003
N -24.890 2.097 7.099
C -25.839 1.046 7.434
C -27.120 1.364 6.650
N -26.828 1.431 5.130
C -25.713 2.385 4.797
C -24.458 2.160 5.706
C -19.634 5.755 11.753
O -18.982 6.656 11.382
O -19.563 5.222 12.974
H -22.129 1.438 10.618
H -21.005 7.007 10.015
H -23.873 7.065 8.807
H -20.938 7.577 7.784
H -22.136 8.824 8.017
H -22.186 6.132 6.473
H -23.623 7.311 6.444
H -24.010 4.653 7.558
H -25.967 1.108 8.506
H -25.429 0.097 7.094
H -27.540 2.313 6.926
H -27.804 0.581 6.711
H -27.671 1.677 4.667
H -26.703 0.493 4.756
H -26.079 3.397 4.966
H -25.470 2.203 3.746
H -23.761 2.972 5.555
H -23.910 1.239 5.420
O -17.761 3.620 14.497
C -17.360 2.920 13.557
O -18.338 2.257 12.925
C -15.911 2.686 13.237
C -15.576 1.383 12.862
C -14.239 0.984 12.856
C -13.241 1.940 12.908
C -13.580 3.286 13.048
C -14.893 3.691 13.313
S -15.160 5.349 13.857
H -16.385 0.685 12.585
H -13.984 -0.089 12.729
H -12.197 1.639 12.818
H -12.806 4.025 13.020
F -20.348 3.850 15.381
Sb -14.618 5.212 16.112
F -13.043 5.615 17.060
F -15.791 4.581 17.540
F -15.159 6.979 16.422
F -23.238 5.772 18.219
F -13.813 3.604 15.708
```

***

Record 2
The following is a quantum chemistry calculation of C61H47IN5P2S2Tl as an isolated structure, from the Open Molecules 2025 dataset.

As for the charge: +2. The value obtained for the strongest force on any atom is 0.6 eV/A. The calculation puts the orbital gap at 6.963 eV. The calculation puts the HOMO energy at -12.20 eV. As for the total energy: -4575.349992 a.u. As for the spin multiplicity: 1.

XYZ file:
```
119
C61H47IN5P2S2Tl, DFT ωB97M-V/def2-TZVPD
Tl 0.085 -0.165 -0.400
S -1.439 3.515 -6.431
C -1.196 5.188 -6.216
C -0.397 5.451 -5.147
C 0.029 4.264 -4.492
C -0.444 3.127 -5.082
C -0.268 1.733 -4.651
C -0.020 1.445 -3.296
N 0.035 0.219 -2.817
C -0.137 -0.824 -3.642
C -0.289 -0.656 -5.018
C -0.366 -1.817 -5.865
C -0.313 -3.055 -5.341
C -0.219 -3.253 -3.917
C -0.162 -4.525 -3.335
C -0.093 -4.666 -1.968
C -0.166 -3.483 -1.209
N -0.189 -2.268 -1.726
C -0.177 -2.141 -3.072
C 0.093 -5.971 -1.315
C 0.544 -7.126 -1.889
C 0.677 -8.195 -0.964
C 0.328 -7.828 0.298
S -0.163 -6.197 0.373
C -0.368 0.658 -5.506
H -1.659 5.893 -6.891
H -0.111 6.450 -4.846
H 0.706 4.256 -3.645
H 0.120 2.248 -2.579
H -0.457 -1.671 -6.934
H -0.357 -3.928 -5.981
H -0.169 -5.400 -3.976
H -0.195 -3.558 -0.135
H 0.792 -7.215 -2.940
H 1.018 -9.187 -1.228
H 0.317 -8.433 1.194
H -0.501 0.818 -6.572
C 4.623 0.625 -1.515
C 4.851 1.816 -0.838
C 3.819 2.410 -0.135
C 2.568 1.799 -0.103
N 2.372 0.642 -0.740
C 3.363 0.076 -1.437
C 1.389 2.387 0.594
C 1.521 3.530 1.384
C 0.427 4.087 2.025
C -0.834 3.526 1.871
C -0.984 2.383 1.099
C 0.121 1.827 0.489
H 5.400 0.140 -2.090
H 5.825 2.288 -0.867
H 3.989 3.347 0.372
H 3.128 -0.848 -1.952
H 2.488 3.997 1.520
H 0.561 4.967 2.642
H -1.697 3.966 2.358
H -1.968 1.942 0.988
C 3.139 -0.704 2.621
N 1.744 -1.141 2.965
P 0.879 0.253 3.695
C -0.688 -0.477 4.312
C -1.868 -0.019 3.728
C -3.111 -0.394 4.227
C -3.181 -1.237 5.325
C -2.012 -1.715 5.910
C -0.775 -1.332 5.414
C 1.813 0.372 5.263
C 1.709 1.585 5.942
C 2.337 1.763 7.168
C 3.091 0.735 7.716
C 3.210 -0.474 7.041
C 2.570 -0.657 5.821
P 1.010 -1.934 1.645
C 2.317 -3.079 1.103
C 2.968 -3.915 2.013
C 3.920 -4.820 1.572
C 4.238 -4.899 0.220
C 3.621 -4.051 -0.687
C 2.669 -3.141 -0.242
C -0.307 -2.928 2.402
C -1.590 -2.886 1.858
C -2.607 -3.682 2.368
C -2.344 -4.527 3.435
C -1.077 -4.549 4.009
C -0.066 -3.749 3.503
H 3.398 0.184 3.192
H 3.260 -0.464 1.559
H 3.853 -1.484 2.876
H -1.810 0.639 2.871
H -4.018 -0.020 3.768
H -4.144 -1.517 5.735
H -2.067 -2.376 6.766
H 0.126 -1.693 5.894
H 1.127 2.392 5.507
H 2.243 2.706 7.692
H 3.591 0.876 8.667
H 3.799 -1.277 7.467
H 2.659 -1.606 5.301
H 2.748 -3.850 3.070
H 4.417 -5.466 2.285
H 4.978 -5.613 -0.121
H 3.881 -4.097 -1.738
H 2.199 -2.475 -0.952
H -1.810 -2.208 1.037
H -3.602 -3.633 1.942
H -3.131 -5.155 3.835
H -0.880 -5.186 4.863
H 0.901 -3.749 3.987
I -3.251 0.343 -1.241
C -3.480 2.393 -1.752
C -4.774 2.858 -1.920
C -4.913 4.202 -2.225
C -3.781 4.994 -2.337
C -2.543 4.405 -2.156
N -2.390 3.104 -1.874
H -5.631 2.208 -1.813
H -5.901 4.623 -2.367
H -3.858 6.050 -2.560
H -1.630 4.984 -2.234
```

***

The following energy above the lowest of the compared OMol25 structures with the same formula, charge and spin values (in eV) correspond, in order, to the records above: 4.249, 0.840.